Entry from the OMol25 dataset: C17H19Cl2N3O2S in the gas phase (the ωB97M-V functional and the def2-TZVPD basis).

The geometry in ORCA input format:
```
! RIJCOSX wB97M-V def2-TZVPD def2/J DEFGRID3
* xyz 0 1
O 1.5482 1.4428 -2.0798
S 2.0572 0.3597 -1.2851
O 2.1174 0.5594 0.1381
C 1.1380 -1.1896 -1.6376
C 0.2707 -1.6025 -0.4575
N -1.0781 -1.0820 -0.5825
C -1.1948 0.3647 -0.4864
C -1.0633 0.8873 0.9546
N -2.0310 0.2353 1.8091
C -3.2362 0.7751 2.1508
C -3.5016 2.1578 2.1068
C -4.7260 2.6139 2.5382
C -5.6738 1.7111 3.0095
C -5.3216 0.3757 3.0226
N -4.1556 -0.0844 2.6088
C -1.8877 -1.2056 1.7726
C -2.0251 -1.7073 0.3276
C 3.7519 0.0206 -1.8228
C 4.7683 0.0532 -0.8861
C 6.0803 -0.1631 -1.2663
C 6.3614 -0.4088 -2.6048
Cl 7.9856 -0.6768 -3.0980
C 5.3529 -0.4430 -3.5580
C 4.0428 -0.2261 -3.1556
Cl 2.7732 -0.2638 -4.3052
H 0.5400 -1.0175 -2.5273
H 1.9098 -1.9287 -1.8346
H 0.1889 -2.6935 -0.4447
H 0.7887 -1.2878 0.4612
H -0.4452 0.8395 -1.1174
H -2.1868 0.6277 -0.8692
H -1.1944 1.9661 0.9600
H -0.0583 0.6728 1.3323
H -2.7654 2.8609 1.7535
H -4.9461 3.6720 2.5108
H -6.6421 2.0385 3.3521
H -6.0081 -0.3831 3.3787
H -2.6640 -1.6402 2.4005
H -0.9012 -1.4633 2.1719
H -1.8990 -2.7908 0.2861
H -3.0294 -1.4625 -0.0303
H 4.5024 0.2575 0.1391
H 6.8773 -0.1379 -0.5410
H 5.5795 -0.6330 -4.5945
*
```

Calculated values
Energy relative to the best compared isomer or geometry (same formula, charge and spin) (kcal/mol): 1.3
HOMO energy (eV): -7.4
F_max (eV/Å): 0.66

Entry from the OMol25 dataset: C17H19ClN2O4 in the gas phase (the ωB97M-V functional and the def2-TZVPD basis).

The geometry in ORCA input format:
```
! RIJCOSX wB97M-V def2-TZVPD def2/J DEFGRID3
* xyz 0 1
C -2.2695 -3.2405 0.9717
C -2.3833 -2.0077 0.1427
C -1.3750 -1.1231 -0.0485
C -0.0656 -1.2925 0.5734
O 0.2813 -2.2288 1.2574
O 0.7383 -0.2414 0.3032
C 2.0525 -0.2758 0.8351
C 3.0103 -1.0599 -0.0827
C 3.1017 -0.4274 -1.4748
C 4.2600 0.5526 -1.3031
C 5.1585 -0.1962 -0.3188
O 4.3158 -1.0302 0.4642
C -1.5860 0.1228 -0.8804
C -1.6144 1.3491 0.0159
C -2.5310 1.4056 1.0593
C -2.5974 2.5015 1.8988
C -1.7352 3.5680 1.7083
C -0.8168 3.5362 0.6752
C -0.7648 2.4348 -0.1649
Cl 0.3918 2.4521 -1.4491
N -2.8192 0.0239 -1.6415
C -3.8625 -0.7888 -1.3763
O -4.9405 -0.7109 -1.9199
N -3.6012 -1.7875 -0.4446
H -1.9274 -2.9905 1.9735
H -3.2221 -3.7621 1.0279
H -1.5170 -3.9039 0.5503
H 2.0464 -0.7428 1.8244
H 2.3690 0.7656 0.9164
H 2.6730 -2.1026 -0.1147
H 3.3503 -1.1865 -2.2170
H 2.1702 0.0575 -1.7569
H 3.9062 1.4867 -0.8664
H 4.7703 0.7745 -2.2372
H 5.8793 -0.8309 -0.8518
H 5.7090 0.4689 0.3520
H -0.7579 0.2256 -1.5925
H -3.1999 0.5709 1.2083
H -3.3184 2.5222 2.7014
H -1.7760 4.4264 2.3610
H -0.1417 4.3624 0.5137
H -3.0126 0.7758 -2.2860
H -4.3486 -2.4530 -0.3074
*
```

Calculated values
Energy relative to the best compared isomer or geometry (same formula, charge and spin) (kcal/mol): 1.2
HOMO energy (eV): -8.8
F_max (eV/Å): 0.82

Entry from the OMol25 dataset: a molecular structure, C17H19FeN2O3SSb (the ωB97M-V functional and the def2-TZVPD basis).

The geometry in ORCA input format:
```
! RIJCOSX wB97M-V def2-TZVPD def2/J DEFGRID3
* xyz 1 6
Fe 0.7696 1.1735 0.5386
C 2.1035 2.0696 2.6719
C 0.8917 2.7220 2.4388
C -0.3152 2.0182 2.5752
C -0.2994 0.6695 2.9446
C 0.9144 0.0260 3.1726
C 2.1119 0.7234 3.0370
H 3.0346 2.6025 2.5372
H 0.8888 3.7622 2.1397
H -1.2598 2.5198 2.4097
H -1.2286 0.1219 3.0281
H 0.9250 -1.0229 3.4367
H 3.0540 0.2188 3.2030
O -2.9308 -3.6912 0.0858
S -2.0591 -3.2085 -0.9357
O -2.4427 -3.2512 -2.3094
N -1.6227 -1.6309 -0.5532
C -0.3753 -1.5886 -0.2729
O 0.1915 -0.4613 0.0849
C 0.4116 -2.8393 -0.3563
C 1.7629 -3.0514 -0.1554
C 2.2448 -4.3449 -0.3223
C 1.3929 -5.3841 -0.6829
C 0.0346 -5.1640 -0.8958
C -0.4252 -3.8777 -0.7253
H 2.4278 -2.2366 0.1004
H 3.2978 -4.5465 -0.1808
H 1.7949 -6.3803 -0.8084
H -0.6277 -5.9677 -1.1866
N 2.9320 2.4395 -1.3057
C 2.3308 1.8481 -0.5149
C -3.0201 2.6807 -0.5607
Sb -1.0114 2.3676 -1.1547
C -1.1505 1.2349 -2.9287
C -0.3644 4.2803 -1.7823
H -3.5570 3.0844 -1.4179
H -3.0657 3.3947 0.2589
H -3.4688 1.7359 -0.2619
H -1.8300 1.7491 -3.6062
H -1.5310 0.2429 -2.6910
H -0.1631 1.1579 -3.3789
H -1.0318 4.6336 -2.5667
H 0.6516 4.1943 -2.1622
H -0.3865 4.9759 -0.9462
*
```

Calculated values
Energy relative to the best compared isomer or geometry (same formula, charge and spin) (kcal/mol): 8.0
HOMO energy (spin up / spin down) (eV): -12.4 / -12.3
F_max (eV/Å): 0.47

Look up the F_max of the third one. 0.47 eV/Å

What did the first record say?
Entry from the OMol25 dataset: C17H19Cl2N3O2S in the gas phase (the ωB97M-V functional and the def2-TZVPD basis).

The geometry in ORCA input format:
```
! RIJCOSX wB97M-V def2-TZVPD def2/J DEFGRID3
* xyz 0 1
O 1.5482 1.4428 -2.0798
S 2.0572 0.3597 -1.2851
O 2.1174 0.5594 0.1381
C 1.1380 -1.1896 -1.6376
C 0.2707 -1.6025 -0.4575
N -1.0781 -1.0820 -0.5825
C -1.1948 0.3647 -0.4864
C -1.0633 0.8873 0.9546
N -2.0310 0.2353 1.8091
C -3.2362 0.7751 2.1508
C -3.5016 2.1578 2.1068
C -4.7260 2.6139 2.5382
C -5.6738 1.7111 3.0095
C -5.3216 0.3757 3.0226
N -4.1556 -0.0844 2.6088
C -1.8877 -1.2056 1.7726
C -2.0251 -1.7073 0.3276
C 3.7519 0.0206 -1.8228
C 4.7683 0.0532 -0.8861
C 6.0803 -0.1631 -1.2663
C 6.3614 -0.4088 -2.6048
Cl 7.9856 -0.6768 -3.0980
C 5.3529 -0.4430 -3.5580
C 4.0428 -0.2261 -3.1556
Cl 2.7732 -0.2638 -4.3052
H 0.5400 -1.0175 -2.5273
H 1.9098 -1.9287 -1.8346
H 0.1889 -2.6935 -0.4447
H 0.7887 -1.2878 0.4612
H -0.4452 0.8395 -1.1174
H -2.1868 0.6277 -0.8692
H -1.1944 1.9661 0.9600
H -0.0583 0.6728 1.3323
H -2.7654 2.8609 1.7535
H -4.9461 3.6720 2.5108
H -6.6421 2.0385 3.3521
H -6.0081 -0.3831 3.3787
H -2.6640 -1.6402 2.4005
H -0.9012 -1.4633 2.1719
H -1.8990 -2.7908 0.2861
H -3.0294 -1.4625 -0.0303
H 4.5024 0.2575 0.1391
H 6.8773 -0.1379 -0.5410
H 5.5795 -0.6330 -4.5945
*
```

Calculated values
Energy relative to the best compared isomer or geometry (same formula, charge and spin) (kcal/mol): 1.3
HOMO energy (eV): -7.4
F_max (eV/Å): 0.66

The lowest F_max belongs to which entry? C17H19FeN2O3SSb